# 1
C2H4N4O | ωB97M-V with the def2-TZVPD basis set

The geometry in XYZ format:
```
11
Properties=species:S:1:pos:R:3:nbo_charge:R:1
H -2.47808 1.00166 -1.57075 0.365
N -2.09154 1.05627 -0.57928 -0.690
C -1.01505 0.38676 -0.40840 0.494
N -0.26223 -0.36274 -1.33059 -0.456
C 0.81613 -0.53796 -0.67146 0.250
N 0.94843 0.09244 0.54905 -0.014
O 1.68616 -0.69878 1.45046 -0.527
N -0.28885 0.47210 0.83176 -0.462
H 1.64223 -1.14027 -0.86239 0.196
H 1.21473 -1.64837 1.40699 0.448
H -0.17193 1.37889 1.18461 0.394
```

As for the SMILES: [H]/N=c1\ncn(O)[nH]1. Its total charge is 0. The LUMO energy comes out at 0.05 eV. For the largest force on an atom, the calculation gives 3.81 eV/Å. The HOMO energy is -9.128 eV.


# 2
C17H25IrN5O | ωB97M-V with the def2-TZVPD basis set

The geometry in XYZ format:
```
49
Properties=species:S:1:pos:R:3:nbo_charge:R:1
Ir -0.09308 0.34299 -0.31246 1.439
C -1.97935 -1.76458 -1.75758 -0.270
C -2.07380 -2.04953 -0.26152 -0.270
N -2.03552 -0.80379 0.51397 -0.465
C -1.93620 -0.98432 1.96374 -0.298
C -0.54591 -1.41171 2.34590 0.199
C -0.23558 -2.09350 3.53003 -0.184
C 1.08516 -2.45372 3.75849 -0.054
C 2.05203 -2.20260 2.79401 -0.182
C 1.67079 -1.51922 1.63075 0.192
C 2.60993 -1.20827 0.49881 -0.297
N 1.86553 -0.99014 -0.74179 -0.466
C 1.34312 -2.21252 -1.36588 -0.271
C 0.41402 -1.87731 -2.53111 -0.270
N -0.74113 -1.04318 -2.12753 -0.479
N 0.41326 -1.11076 1.47105 -0.436
H -2.83738 -1.16021 -2.06181 0.258
H -2.04806 -2.71522 -2.29879 0.287
H -1.26634 -2.70472 0.06985 0.230
H -3.01602 -2.58408 -0.07820 0.296
H -2.86506 -0.24713 0.29453 0.450
H -2.67300 -1.72048 2.32616 0.295
H -2.18494 -0.04091 2.47078 0.278
H -1.01208 -2.32364 4.24978 0.291
H 1.36144 -2.94729 4.68673 0.298
H 3.07984 -2.51608 2.93250 0.291
H 3.34715 -2.01996 0.39038 0.294
H 3.19480 -0.31138 0.74255 0.279
H 2.46318 -0.50418 -1.41523 0.450
H 0.83377 -2.81368 -0.60945 0.230
H 2.16783 -2.82595 -1.75887 0.296
H 0.07085 -2.81589 -2.98322 0.287
H 0.98210 -1.33958 -3.29605 0.257
H -0.97387 -0.46595 -2.93444 0.444
O 0.47257 1.95675 1.50135 -0.722
C 0.45457 3.32815 1.19025 -0.125
C 0.07154 3.56291 -0.22915 0.195
C -0.01375 4.88617 -0.71106 -0.182
C -0.35264 5.09674 -2.03228 -0.052
C -0.59485 4.01106 -2.86029 -0.179
C -0.49386 2.73116 -2.30554 0.040
N -0.17239 2.52298 -1.03251 -0.504
H 0.75460 1.85291 2.42217 0.549
H 1.44503 3.79087 1.37002 0.256
H -0.23951 3.87807 1.85494 0.257
H 0.19539 5.71065 -0.04111 0.285
H -0.42467 6.11077 -2.42209 0.292
H -0.85937 4.12738 -3.90512 0.290
H -0.68015 1.87193 -2.93566 0.202
```

Its total charge is +4. Its spin multiplicity is 2. The LUMO energy (alpha / beta) comes out at -16.94 / -16.96 eV. For the largest force on an atom, the calculation gives 3.20 eV/Å. The HOMO energy (alpha / beta) is -21.747 / -21.733 eV.


# 3
C10H23FI2N4O3P | ωB97M-V with the def2-TZVPD basis set

The geometry in XYZ format:
```
44
Properties=species:S:1:pos:R:3:nbo_charge:R:1
C -2.55451 2.91797 1.91555 -0.690
C -2.48851 1.36649 1.37691 -0.361
I -4.42979 0.92427 0.37091 0.142
C -1.32414 1.10139 0.23770 -0.404
I -0.87568 3.03561 -0.78386 0.185
C 0.10676 0.57671 0.82409 -0.124
C 0.35420 0.87234 2.43608 -0.254
C 1.88162 1.06968 2.99436 -0.461
C 3.01085 1.38501 1.84935 0.026
F 2.79501 2.63488 1.08471 -0.369
C -0.03703 -0.61308 3.09841 -0.435
C 0.72553 -1.63576 2.04478 -0.279
N 0.51561 -0.86703 0.73290 -0.739
P -0.32065 -2.02024 -0.34051 2.190
N -0.57141 -1.49558 -1.85026 -1.223
O 0.62846 -3.50898 -0.46867 -0.892
O -1.90893 -2.41362 0.32669 -0.880
H -3.17490 3.60870 1.16719 0.263
H -1.50865 3.37051 2.20107 0.227
H -3.17789 2.88818 2.93137 0.241
H -2.43839 0.63403 2.29450 0.228
H -1.81262 0.43867 -0.59186 0.300
H 0.87807 1.09682 0.07572 0.286
H -0.21937 1.75186 2.95150 0.288
H 1.87051 1.94970 3.77438 0.262
H 2.26711 0.10799 3.58710 0.230
H 3.17504 0.42389 1.16144 0.140
H 4.04756 1.51882 2.42515 0.224
H -1.15879 -0.94492 3.08317 0.221
H 0.29667 -0.76302 4.22623 0.276
H 1.91409 -1.65172 2.14413 0.245
H 0.26165 -2.71148 2.06720 0.273
H 1.52120 -0.78600 0.38460 0.481
H -0.17243 -0.53289 -1.90832 0.377
H 1.57333 -3.21730 -0.60985 0.507
H -1.89376 -2.35148 1.32767 0.498
C 0.68408 -1.27357 -5.86691 0.765
O 1.63676 -1.87201 -5.39274 -0.676
N 0.57709 -1.00010 -7.17962 -0.840
N -0.34408 -0.83393 -5.11892 -0.848
H -0.19954 -0.50858 -7.58861 0.389
H 1.33003 -1.31367 -7.77820 0.413
H -0.30294 -1.01913 -4.12531 0.409
H -1.13722 -0.33943 -5.49120 0.388
```

Its total charge is +1. The LUMO energy comes out at -3.98 eV. For the largest force on an atom, the calculation gives 6.85 eV/Å. The HOMO energy is -11.558 eV.


# 4
C8H10F24Li3N4O21S8 | ωB97M-V with the def2-TZVPD basis set

The geometry in XYZ format:
```
78
Properties=species:S:1:pos:R:3:lowdin_charge:R:1
Li 2.62877 1.37702 -0.34718 0.667
Li -2.05909 -1.67846 -2.00624 0.651
Li -0.72333 3.64502 1.38766 0.696
C -1.18213 2.62157 -1.82906 -0.682
F -0.66990 3.78365 -1.42284 0.124
F -2.49819 2.75912 -1.94524 0.158
F -0.66969 2.28551 -2.99176 0.186
S -0.83632 1.27808 -0.60621 0.629
O -1.57342 0.18375 -1.12839 -0.308
O 0.58104 1.13403 -0.56876 -0.292
N -1.49011 1.96748 0.72528 -0.346
S -2.76177 1.06095 1.19815 0.625
O -3.88297 1.13541 0.32265 -0.269
O -2.40160 -0.25713 1.58104 -0.241
C -3.26049 1.92785 2.72104 -0.710
F -2.39330 1.65674 3.68688 0.160
F -3.27226 3.23952 2.54212 0.139
F -4.44212 1.46635 3.05469 0.180
C -3.07228 -4.43740 -3.94714 -0.671
F -3.77032 -4.14070 -2.87034 0.148
F -2.12325 -5.32734 -3.65684 0.146
F -3.89400 -4.99574 -4.85534 0.123
S -2.35454 -2.88725 -4.67651 0.582
O -1.93698 -3.17518 -5.99712 -0.238
O -3.38896 -1.91954 -4.48399 -0.297
N -1.23741 -2.54020 -3.56155 -0.368
S 0.27770 -2.84872 -4.06219 0.606
O 0.51093 -4.19174 -4.49972 -0.268
O 0.79222 -1.78706 -4.87623 -0.270
C 1.18755 -2.75530 -2.48048 -0.685
F 0.83593 -3.74765 -1.66204 0.133
F 2.46933 -2.84302 -2.73874 0.176
F 0.92407 -1.58800 -1.85890 0.105
C 2.96446 4.92997 -1.29141 -0.680
F 4.22274 4.63559 -1.60072 0.150
F 2.79845 6.24012 -1.36531 0.163
F 2.15524 4.31330 -2.13641 0.150
S 2.63236 4.36708 0.45103 0.600
O 3.08658 5.42737 1.25180 -0.231
O 1.21628 4.11133 0.53446 -0.360
N 3.38969 2.91424 0.53875 -0.361
S 4.60009 3.10999 1.61164 0.586
O 5.57585 4.09141 1.26141 -0.268
O 4.12670 3.20385 2.94861 -0.252
C 5.49980 1.49689 1.52030 -0.685
F 6.68029 1.64541 2.07679 0.174
F 4.82489 0.56787 2.19484 0.145
F 5.65546 1.10037 0.25161 0.131
C 0.79349 -0.56024 3.24489 -0.678
F -0.36039 -0.34250 3.85049 0.147
F 0.64449 -0.74795 1.93999 0.111
F 1.54316 0.54183 3.41875 0.125
S 1.72204 -2.00317 3.91580 0.572
O 3.05300 -1.79595 3.44902 -0.278
O 1.48626 -2.00468 5.31270 -0.266
N 0.89683 -3.20409 3.20843 -0.278
S 1.76888 -3.80922 2.01215 0.610
O 1.98375 -2.93086 0.87707 -0.313
O 2.89616 -4.56340 2.49042 -0.276
C 0.65152 -5.10956 1.36352 -0.675
F -0.57497 -4.60745 1.17812 0.113
F 1.09371 -5.49773 0.15640 0.130
F 0.57555 -6.15611 2.16569 0.160
O -1.51730 5.41954 1.99186 -0.072
H -1.88339 5.98285 1.29955 0.070
H -1.88241 5.75611 2.81708 0.068
O 2.92892 -0.42489 0.22697 -0.115
H 3.76010 -0.83899 0.48465 0.058
H 2.26624 -1.12892 0.35568 0.009
O -6.55303 2.10964 1.10332 -0.066
H -6.79177 1.19905 1.30174 0.034
H -5.69885 2.03906 0.65096 -0.006
O -1.16320 -2.35359 -0.10924 -0.083
H -0.55198 -2.70613 0.55059 0.019
H -1.85067 -1.87519 0.38256 0.021
O -3.96186 -1.08759 -1.96041 -0.094
H -4.55445 -0.73973 -1.28506 0.051
H -4.46178 -1.11654 -2.78778 0.046
```

Its total charge is -1. The LUMO energy comes out at 0.65 eV. For the largest force on an atom, the calculation gives 2.03 eV/Å. The HOMO energy is -7.625 eV.